<w>
{"formula": "C3H8O2", "method": "ωB97M-V/def2-TZVPD", "elements": ["C", "O", "H", "H", "C", "C", "O", "H", "H", "H", "H", "H", "H"], "positions_angstrom": [[0.3379, -2.1062, -0.2962], [-0.6816, -2.3343, -0.9051], [0.9193, -1.2509, -0.6595], [0.6360, -2.7429, 0.5512], [-1.0233, 1.4605, 0.9068], [0.4860, 1.6010, 0.6646], [0.9190, 0.9618, -0.5591], [-1.4428, 0.6001, 0.3919], [-1.0993, 1.3908, 1.9971], [-1.5815, 2.3393, 0.5939], [1.0586, 1.1554, 1.4677], [0.6975, 2.6681, 0.5009], [0.1479, 0.9298, -1.1120]], "total_charge": 0, "gap_ha": 0.39495, "smiles": "C=O.CCO", "e_homo_ev": -9.81}



<x>
{"formula": "C3H8O2", "method": "ωB97M-V/def2-TZVPD", "elements": ["C", "C", "H", "H", "H", "H", "C", "O", "H", "H", "O", "H", "H"], "positions_angstrom": [[-1.4702, -0.6998, -0.1418], [-0.8372, -1.2571, -1.1709], [-1.5608, 0.3784, -0.0281], [-1.9038, -1.3083, 0.6499], [-0.4117, -0.6511, -1.9684], [-0.7245, -2.3354, -1.2651], [1.7054, -0.1147, 0.0932], [1.8491, 0.9935, -0.3696], [1.1350, -0.2950, 1.0202], [2.1527, -1.0045, -0.3864], [-0.3538, 2.1137, 1.0426], [-0.0461, 2.1449, 1.9550], [0.4546, 2.0103, 0.5125]], "total_charge": 0, "gap_ha": 0.39677, "smiles": "C=C.C=O.O", "e_homo_ev": -10.21}



<y>
{"formula": "C3H8O2", "method": "ωB97M-V/def2-TZVPD", "elements": ["C", "O", "H", "H", "C", "C", "O", "H", "H", "H", "H", "H", "H"], "positions_angstrom": [[0.1134, 1.8189, 1.6639], [-0.4677, 0.8377, 1.9992], [-0.0687, 2.8412, 2.0568], [0.9620, 1.8555, 0.9592], [0.0929, -1.5621, -0.1134], [-0.4611, -0.4447, -0.9617], [0.6373, 0.4060, -1.3201], [0.7837, -1.1871, 0.6349], [-0.6497, -2.1435, 0.4310], [0.6484, -2.2312, -0.7714], [-1.2238, 0.1599, -0.4740], [-0.9641, -0.8366, -1.8466], [0.5975, 0.4861, -2.2579]], "total_charge": 0, "gap_ha": 0.40125, "smiles": "C=O.CCO", "e_homo_ev": -10.00}



The structure with the most favorable energy is <y>; the runner-up is 0.170 eV above it.



<w>
{"formula": "C3H8O2", "method": "ωB97M-V/def2-TZVPD", "elements": ["O", "C", "O", "H", "H", "C", "C", "H", "H", "H", "H", "H", "H"], "positions_angstrom": [[-1.4926, -0.6436, -1.4697], [-1.7623, 0.5858, -1.4896], [-1.2011, 1.6153, -2.1604], [-2.7352, 0.9543, -0.9940], [-0.6412, 2.2268, -1.7269], [0.3219, -0.8234, 1.3310], [1.6503, -0.4125, 0.6234], [-0.5976, -0.6499, 0.8080], [0.2596, -1.8185, 1.6791], [0.0746, -0.3399, 2.2484], [2.1027, -1.2084, -0.0538], [2.4162, 0.0257, 1.2613], [1.6047, 0.4884, -0.0569]], "total_charge": 0, "gap_ha": 0.42310, "smiles": "O=CO.CC", "e_homo_ev": -10.92}



<x>
{"formula": "C3H8O2", "method": "ωB97M-V/def2-TZVPD", "elements": ["C", "C", "O", "C", "O", "H", "H", "H", "H", "H", "H", "H", "H"], "positions_angstrom": [[-1.2201, 0.7009, 0.5203], [-0.2107, -0.4301, 0.5821], [-0.6770, -1.5395, -0.1391], [1.0983, -0.0414, -0.0717], [0.8122, 0.0887, -1.4293], [-0.8694, 1.6717, 0.9116], [-1.4823, 0.8913, -0.5542], [-2.1700, 0.4116, 1.0561], [-0.0054, -0.6899, 1.6334], [-0.3078, -1.4404, -1.0989], [1.4718, 0.9127, 0.3630], [1.8722, -0.8663, 0.0746], [1.6883, 0.3308, -1.8479]], "total_charge": 0, "gap_ha": 0.39318, "smiles": "C[C@@H](O)CO", "e_homo_ev": -10.04}



The structure with the most favorable energy is <x>; the runner-up is 0.784 eV above it.



<w>
{"formula": "C3H8O2", "method": "ωB97M-V/def2-TZVPD", "elements": ["C", "O", "H", "H", "C", "C", "O", "H", "H", "H", "H", "H", "H"], "positions_angstrom": [[-1.6881, -2.3668, -3.2185], [-1.6223, -2.9602, -4.2549], [-1.7976, -1.2764, -3.0682], [-1.5830, -2.9170, -2.2601], [0.8239, 1.2260, 2.3725], [0.8930, 0.6941, 0.9717], [-0.2723, 1.1642, 0.2965], [1.1626, 2.2629, 2.3723], [1.5653, 0.7383, 3.0188], [-0.1234, 1.0874, 2.8622], [1.7595, 1.1310, 0.4779], [0.9454, -0.3739, 0.9738], [-0.0631, 1.5903, -0.5441]], "total_charge": 0, "gap_ha": 0.39795, "smiles": "C=O.CCO", "e_homo_ev": -10.21}



<x>
{"formula": "C3H8O2", "method": "ωB97M-V/def2-TZVPD", "elements": ["C", "C", "O", "H", "H", "H", "H", "C", "O", "H", "H", "H", "H"], "positions_angstrom": [[1.1687, 0.1824, -1.4209], [0.1269, -0.3707, -2.0081], [-1.1408, -0.2093, -1.4910], [2.1880, 0.0054, -1.7459], [0.9169, 0.7250, -0.5268], [0.1571, -1.0366, -2.8675], [-1.5805, 0.4758, -2.0037], [-0.5263, 0.3163, 2.1124], [0.6599, -0.4201, 1.8295], [-0.7608, 0.2663, 3.1713], [-1.3107, 0.0481, 1.4185], [-0.3105, 1.3551, 1.8891], [0.4122, -1.3375, 1.6433]], "total_charge": 0, "gap_ha": 0.38927, "smiles": "C=CO.CO", "e_homo_ev": -9.68}



The structure with the most favorable energy is <w>; the runner-up is 0.218 eV above it.



<w>
{"formula": "C6H13NO3", "method": "ωB97M-V/def2-TZVPD", "elements": ["C", "C", "C", "N", "O", "O", "H", "H", "H", "H", "H", "H", "H", "C", "C", "C", "O", "H", "H", "H", "H", "H", "H"], "positions_angstrom": [[1.1026, -0.5295, 0.1253], [0.0744, 1.6768, 2.2475], [0.1017, 1.6068, 0.7493], [1.9676, -0.9197, -0.9503], [0.8196, -1.7010, 0.8674], [0.7718, 2.2581, -0.0189], [1.6747, -2.1271, 1.0391], [1.7997, 0.0258, 0.7652], [1.5205, -1.6583, -1.4866], [2.1632, -0.1286, -1.5568], [-0.4076, 0.8017, 2.6842], [1.1026, 1.7061, 2.6153], [-0.4923, 2.5620, 2.5410], [-0.6637, 0.3190, -1.8861], [-1.7022, -1.2940, -0.2662], [-0.7776, -0.1049, -0.4381], [-1.1929, 0.9186, 0.3755], [-2.7261, -0.9901, -0.5195], [-1.3907, -2.1341, -0.8865], [-1.6233, 0.7262, -2.2277], [0.0743, 1.1114, -2.0273], [-0.4146, -0.5296, -2.5261], [-1.7817, -1.5955, 0.7802]], "total_charge": 0, "gap_ha": 0.34618, "e_homo_ev": -8.62}



<x>
{"formula": "C6H13NO3", "method": "ωB97M-V/def2-TZVPD", "elements": ["O", "C", "C", "O", "C", "N", "C", "C", "O", "C", "H", "H", "H", "H", "H", "H", "H", "H", "H", "H", "H", "H", "H"], "positions_angstrom": [[4.6657, 1.1211, -0.1100], [5.0516, 1.1147, 1.2231], [5.2825, -0.2980, 1.7110], [5.8705, -1.1534, 0.5877], [6.0923, -0.5598, 2.9742], [5.4471, -0.0672, 4.1672], [5.9895, -0.4912, 5.4679], [5.6884, 0.9122, 6.0294], [4.5144, 1.0285, 6.7938], [5.5742, 1.3487, 4.5557], [4.3152, 0.2088, -0.4400], [4.3651, 1.6422, 1.9040], [6.1728, 1.3768, 1.3656], [4.2686, -0.6977, 1.9106], [6.1368, -0.6130, -0.1618], [7.1077, -0.1292, 2.8447], [6.2033, -1.6490, 3.0784], [7.0750, -0.6967, 5.4372], [5.4720, -1.3387, 5.9421], [6.4863, 1.3824, 6.6133], [3.7758, 0.6461, 6.3089], [4.7186, 1.9940, 4.3054], [6.5060, 1.8143, 4.1841]], "total_charge": 0, "gap_ha": 0.36323, "smiles": "OC[C@@H](O)CN1CC(O)C1", "e_homo_ev": -9.12}



<y>
{"formula": "C6H13NO3", "method": "ωB97M-V/def2-TZVPD", "elements": ["C", "C", "O", "C", "C", "N", "C", "O", "C", "H", "H", "H", "H", "H", "H", "H", "H", "H", "H", "H", "H", "O", "H"], "positions_angstrom": [[-2.4059, 1.1362, -0.0393], [-1.2955, 0.6341, 0.8732], [-1.8045, -0.2316, 1.8770], [-0.1536, -0.0534, 0.1132], [0.4232, 0.7827, -1.0399], [1.6691, 0.1304, -1.4288], [2.1707, -1.0195, 0.3226], [3.3229, -0.9912, 0.7049], [1.0049, -0.4019, 1.0602], [-3.2655, 1.4492, 0.5680], [-2.0744, 1.9945, -0.6384], [-2.7347, 0.3440, -0.7298], [-0.8739, 1.4895, 1.4248], [-2.2369, -0.9813, 1.4558], [-0.5620, -0.9877, -0.3137], [-0.3022, 0.8410, -1.8651], [0.6377, 1.8028, -0.6839], [2.2527, 0.6601, -2.0655], [1.3909, 0.5150, 1.5286], [0.6506, -1.1085, 1.8237], [1.5273, -1.1086, -1.7887], [1.7896, -2.3327, -0.6668], [0.8696, -2.5630, -0.4923]], "total_charge": 0, "gap_ha": 0.36391, "e_homo_ev": -9.38}



<z>
{"formula": "C6H13NO3", "method": "ωB97M-V/def2-TZVPD", "elements": ["C", "O", "C", "C", "C", "C", "O", "C", "N", "O", "H", "H", "H", "H", "H", "H", "H", "H", "H", "H", "H", "H", "H"], "positions_angstrom": [[-1.2714, -1.0953, -1.4141], [-0.2617, -0.1371, -1.2019], [0.8691, -0.0953, -0.1551], [1.4128, -1.4939, 0.1035], [1.9263, 0.7921, -0.8084], [0.2195, 0.5993, 1.0434], [-0.2706, -0.3298, 2.0136], [-0.9867, 1.4495, 0.4469], [-2.2185, 1.0360, 0.9300], [-0.8403, 2.5625, -0.0416], [-1.6399, -1.5089, -0.4723], [-2.0898, -0.5687, -1.9156], [-0.8865, -1.8905, -2.0573], [2.2492, -1.4463, 0.8103], [1.7687, -1.9525, -0.8243], [0.6525, -2.1534, 0.5295], [2.3051, 0.3268, -1.7251], [2.7670, 0.9662, -0.1280], [1.5072, 1.7624, -1.0921], [0.9013, 1.3008, 1.5337], [-0.7324, 0.2120, 2.6807], [-3.0084, 1.6215, 0.6950], [-2.3726, 0.0426, 1.0494]], "total_charge": 0, "gap_ha": 0.37207, "smiles": "COC(C)(C)[C@H](O)C(N)=O", "e_homo_ev": -9.45}



The structure with the most favorable energy is <z>; the runner-up is 1.345 eV above it.



<w>
{"formula": "C6H13NO3", "method": "ωB97M-V/def2-TZVPD", "elements": ["C", "N", "C", "C", "O", "O", "H", "H", "H", "H", "H", "H", "H", "C", "C", "C", "O", "H", "H", "H", "H", "H", "H"], "positions_angstrom": [[2.3225, -0.2013, -0.2245], [-0.0861, -0.7191, 0.3423], [1.0830, -0.9654, -0.5571], [0.9677, -1.8114, -1.5684], [0.3069, -0.7527, 1.6546], [-1.0245, -1.7578, 0.1534], [0.5327, 0.3534, 1.7979], [-1.8448, -1.3420, -0.1827], [2.1479, 0.8713, -0.3035], [2.6361, -0.4061, 0.7993], [3.1217, -0.4987, -0.9007], [1.8459, -2.0719, -2.1412], [0.0922, -2.4122, -1.7463], [-2.0399, 0.8575, 0.9994], [-0.8683, 0.6901, 0.0627], [-0.9540, 0.9990, -1.2458], [0.5058, 1.5798, 1.1989], [0.1541, 2.3374, 1.6761], [-2.9530, 0.4499, 0.5621], [-1.8603, 0.3311, 1.9348], [-2.2083, 1.9200, 1.1783], [-0.1189, 0.9053, -1.9221], [-1.7584, 1.6437, -1.5677]], "total_charge": 0, "gap_ha": 0.32421, "e_homo_ev": -8.17}



<x>
{"formula": "C6H13NO3", "method": "ωB97M-V/def2-TZVPD", "elements": ["C", "N", "C", "C", "O", "H", "H", "H", "H", "H", "H", "H", "C", "O", "C", "C", "O", "H", "H", "H", "H", "H", "H"], "positions_angstrom": [[3.1021, 0.9201, 0.8435], [1.6967, 0.9426, 1.1991], [1.3057, 1.0477, 2.4995], [-0.1918, 1.0589, 2.7226], [2.1232, 1.1266, 3.4117], [3.1945, 0.8305, -0.2520], [3.6139, 0.0622, 1.3111], [3.6055, 1.8476, 1.1643], [0.9848, 0.8791, 0.4672], [-0.6536, 0.1276, 2.3536], [-0.3924, 1.1468, 3.8036], [-0.6620, 1.9131, 2.2069], [-0.2619, -2.1116, -1.2507], [-1.4801, -1.8391, -1.9484], [-1.7857, -0.5223, -2.0409], [-3.0754, -0.3302, -2.7859], [-1.0933, 0.3569, -1.5760], [-0.1303, -3.2067, -1.2457], [-0.2964, -1.7567, -0.2069], [0.6096, -1.6548, -1.7490], [-2.9957, -0.7403, -3.8068], [-3.9017, -0.8421, -2.2646], [-3.3156, 0.7441, -2.8561]], "total_charge": 0, "gap_ha": 0.37083, "smiles": "CNC(C)=O.COC(C)=O", "e_homo_ev": -9.48}



<y>
{"formula": "C6H13NO3", "method": "ωB97M-V/def2-TZVPD", "elements": ["C", "C", "C", "O", "O", "C", "C", "N", "C", "O", "H", "H", "H", "H", "H", "H", "H", "H", "H", "H", "H", "H", "H"], "positions_angstrom": [[2.2080, -0.1199, 0.8859], [0.9134, 0.6192, 0.5869], [-0.2648, 0.1581, 1.6260], [-0.7816, 0.9291, 2.4180], [-0.1618, -1.1761, 1.9332], [0.2445, 0.4431, -0.7541], [0.8811, -0.5105, -1.7521], [-1.2645, -0.0428, -0.2788], [-2.3022, 0.8839, -0.7198], [-1.6703, -1.3484, -0.7344], [3.0210, 0.2391, 0.2473], [2.4834, 0.0249, 1.9360], [2.1259, -1.1965, 0.7200], [1.0588, 1.6851, 0.7913], [-0.5660, -1.2345, 2.8189], [0.0785, 1.4163, -1.2237], [1.8252, -0.0926, -2.1192], [1.0863, -1.4842, -1.2987], [0.2351, -0.6578, -2.6227], [-2.3570, 0.9247, -1.8102], [-3.2714, 0.5789, -0.3160], [-2.0789, 1.8880, -0.3491], [-1.4428, -1.9269, 0.0152]], "total_charge": 0, "gap_ha": 0.36243, "smiles": "C[C@H](C(=O)O)[C@@H](C)N(C)O", "e_homo_ev": -9.14}



The structure with the most favorable energy is <x>; the runner-up is 2.615 eV above it.



<w>
{"formula": "C8H13N3O", "method": "ωB97M-V/def2-TZVPD", "elements": ["O", "C", "N", "C", "C", "C", "C", "C", "H", "H", "H", "H", "H", "H", "H", "H", "H", "H", "H", "N", "C", "C", "N", "H", "H"], "positions_angstrom": [[-1.2223, -3.1702, 0.8239], [-1.3972, -2.1848, 0.1735], [-0.5897, -1.1187, 0.0642], [-0.8259, -0.2311, -0.9989], [-0.7626, 1.2856, -0.5206], [0.5536, 1.5078, 0.2637], [0.6262, 0.3950, 1.4024], [0.7300, -0.9508, 0.7711], [-2.3409, -2.1001, -0.4202], [-1.8543, -0.3274, -1.5262], [-0.0737, -0.4464, -1.7432], [-1.5829, 1.4116, 0.2109], [-0.9851, 1.8018, -1.4191], [1.5245, 1.4636, -0.2878], [0.5976, 2.5233, 0.6218], [1.5571, 0.5329, 1.8778], [-0.2308, 0.3489, 2.2136], [1.6187, -0.8854, 0.0347], [0.9511, -1.7244, 1.6267], [1.4866, -3.8651, -0.8794], [1.5284, -2.9202, -1.6856], [2.1065, -2.0560, -2.3986], [2.2749, -0.9315, -2.9781], [0.6999, -3.8158, -0.2416], [3.1871, -0.6283, -3.2264]], "total_charge": 0, "gap_ha": 0.28244, "smiles": "O=CN1CCCCC1.N=C=C=N", "e_homo_ev": -8.51}



<x>
{"formula": "C8H13N3O", "method": "ωB97M-V/def2-TZVPD", "elements": ["C", "C", "C", "C", "C", "O", "C", "H", "H", "H", "H", "H", "H", "H", "H", "H", "H", "H", "H", "N", "C", "C", "N", "N", "H"], "positions_angstrom": [[0.3768, 0.1512, 2.2891], [-0.2817, 0.3172, 1.1028], [-1.2265, 1.5335, 1.0643], [-0.0048, -0.5067, -0.1507], [-1.0313, -1.4761, -0.6913], [0.4028, 0.4487, -1.1652], [0.9602, -0.1159, -2.3959], [0.1747, 0.9026, 3.0605], [0.9912, -0.7112, 2.5350], [-0.7310, 2.4863, 1.4786], [-2.2207, 1.3619, 1.6488], [-1.6320, 1.7852, 0.0976], [0.7332, -1.1718, 0.1438], [-0.4774, -2.1522, -1.3062], [-1.4233, -2.0388, 0.1200], [-1.7258, -1.0560, -1.2855], [0.4484, -1.0632, -2.6263], [2.1150, -0.2805, -2.2783], [0.9534, 0.5624, -3.4020], [3.9862, -0.7941, 0.5489], [3.4648, 0.2233, 0.5933], [2.8041, 1.3894, 0.5924], [2.3597, 2.4228, 0.1111], [2.4522, 2.3584, 1.6319], [1.5183, 2.0996, 1.9469]], "total_charge": 0, "gap_ha": 0.34073, "smiles": "C=C(C)[C@@H](C)OC.N#CC1=NN1", "e_homo_ev": -9.72}



The structure with the most favorable energy is <w>; the runner-up is 2.775 eV above it.